1.
Below is an isolated molecule of C3H5NO, with properties calculated with ωB97M-V/def2-TZVPD.

```
10
Properties=species:S:1:pos:R:3:mulliken_charge:R:1
C -0.68 -0.98 0.00 -0.610
C -0.47 1.26 0.12 -0.369
N 0.86 1.14 0.04 -0.439
C 1.37 -0.01 -0.17 0.129
O 0.60 -1.09 -0.46 -0.316
H -0.73 -1.19 1.08 0.276
H -1.38 -1.57 -0.57 0.286
H -0.92 2.05 -0.49 0.295
H -1.08 0.60 0.71 0.372
H 2.43 -0.20 -0.26 0.376
```

Output
- relative energy (zero: lowest compared OMol25 entry of this formula, charge and spin) (eV) = 3.909
- Kohn-Sham gap (Ha) = 0.3265
- highest occupied orbital energy (eV) = -8.082
- net charge = 0

2.
Below is an isolated molecule of C4H5ClF2, with properties calculated with ωB97M-V/def2-TZVPD.

```
12
Properties=species:S:1:pos:R:3:mulliken_charge:R:1
C -1.81 0.07 0.65 -0.716
C -1.09 0.31 -0.42 -0.383
C 1.21 -0.80 -0.14 -0.440
C 0.62 0.52 -0.24 0.610
F 1.22 1.36 -1.16 -0.279
F 0.81 1.18 0.99 -0.277
Cl 2.96 -0.75 -0.01 -0.168
H -2.75 0.35 0.42 0.361
H -1.36 0.00 1.64 0.260
H -1.43 0.36 -1.42 0.404
H 0.86 -1.43 -1.05 0.323
H 0.76 -1.19 0.73 0.306
```

Output
- relative energy (zero: lowest compared OMol25 entry of this formula, charge and spin) (eV) = 1.159
- structure (SMILES) = C=CC(F)(F)CCl
- Kohn-Sham gap (Ha) = 0.4245
- highest occupied orbital energy (eV) = -10.701
- net charge = 0

For the records above, the corresponding LUMO level values read 0.8; 0.9 eV.